C22H23N3O7S in the gas phase, computed with wB97M-V/def2-TZVPD.

## Properties
frontier orbital gap	9.1	eV
SMILES	CC(=O)c1cccc(NC(=O)CN2C(=O)COc3ccc(S(=O)(=O)N4CCOCC4)cc32)c1
E_HOMO	-0.32014	Ha
energy	-1941.3012	Ha

Last columns: bonded neighbours and bond lengths (Å).
Atoms and positions in Å:
1 C -1.35 -2.27 2.45  C11 1.393, C13 1.382, H27 1.077
2 H -2.96 0.17 -4.34  C3 1.091
3 C -2.45 -0.55 -3.69  H2 1.091, C28 1.533, O38 1.411, H48 1.099
4 H -1.96 -3.72 -4.20  C35 1.091
5 C 2.65 1.87 0.25  C9 1.406, O44 1.359, C53 1.390
6 H -2.98 0.69 2.69  C51 1.077
7 H 1.84 -4.68 1.89  C56 1.087
8 N -0.55 1.83 2.47  H24 1.012, C32 1.364, C43 1.409
9 C 1.30 2.26 0.20  C5 1.406, N19 1.406, C39 1.391
10 C 2.08 -0.34 -0.52  H36 1.076, C53 1.382, C54 1.381
11 C -0.04 -1.81 2.39  C1 1.393, C15 1.391, C50 1.486
12 H 4.00 4.63 1.20  C45 1.092
13 C -2.39 -1.38 2.59  C1 1.382, H25 1.079, C51 1.385
14 H 0.30 -4.30 1.09  C56 1.088
15 C 0.20 -0.44 2.46  C11 1.391, H26 1.082, C43 1.386
16 H -0.49 0.06 -4.37  C28 1.095
17 O 2.25 -2.20 2.01  C50 1.213
18 C 1.87 4.44 1.06  N19 1.366, O23 1.210, C45 1.520
19 N 0.93 3.49 0.75  C9 1.406, C18 1.366, C42 1.453
20 O -2.47 2.64 1.54  C32 1.206
21 H -2.36 -2.92 -2.64  C35 1.101
22 H 4.07 0.31 -0.02  C53 1.077
23 O 1.61 5.47 1.62  C18 1.210
24 H 0.44 2.03 2.57  N8 1.012
25 H -3.41 -1.74 2.64  C13 1.079
26 H 1.22 -0.10 2.41  C15 1.082
27 H -1.56 -3.33 2.38  C1 1.077
28 C -1.00 -0.12 -3.43  C3 1.533, H16 1.095, H41 1.089, N47 1.451
29 C -0.39 -2.46 -3.37  C35 1.530, H37 1.094, H46 1.089, N47 1.451
30 S -0.48 -1.14 -1.06  O31 1.434, O34 1.436, N47 1.680, C54 1.784
31 O -0.09 -2.43 -0.57  S30 1.434
32 C -1.27 2.70 1.71  N8 1.364, O20 1.206, C42 1.531
33 H 0.34 -4.54 2.84  C56 1.087
34 O -1.76 -0.63 -0.67  S30 1.436
35 C -1.87 -2.80 -3.61  H4 1.091, H21 1.101, C29 1.530, O38 1.410
36 H 2.35 -1.36 -0.74  C10 1.076
37 H 0.14 -2.40 -4.32  C29 1.094
38 O -2.50 -1.79 -4.36  C3 1.411, C35 1.410
39 C 0.36 1.34 -0.28  C9 1.391, C54 1.382, H55 1.078
40 H 3.38 4.43 -0.45  C45 1.102
41 H -0.98 0.78 -2.81  C28 1.089
42 C -0.46 3.82 1.05  N19 1.453, C32 1.531, H49 1.095, H52 1.096
43 C -0.85 0.46 2.56  N8 1.409, C15 1.386, C51 1.389
44 O 3.61 2.72 0.69  C5 1.359, C45 1.410
45 C 3.28 4.09 0.59  H12 1.092, C18 1.520, H40 1.102, O44 1.410
46 H 0.07 -3.19 -2.72  C29 1.089
47 N -0.28 -1.16 -2.72  C28 1.451, C29 1.451, S30 1.680
48 H -2.98 -0.62 -2.73  C3 1.099
49 H -0.99 4.11 0.14  C42 1.095
50 C 1.14 -2.68 2.13  C11 1.486, O17 1.213, C56 1.502
51 C -2.16 -0.01 2.63  H6 1.077, C13 1.385, C43 1.389
52 H -0.43 4.69 1.71  C42 1.096
53 C 3.03 0.58 -0.11  C5 1.390, C10 1.382, H22 1.077
54 C 0.76 0.06 -0.61  C10 1.381, S30 1.784, C39 1.382
55 H -0.69 1.58 -0.35  C39 1.078
56 C 0.89 -4.15 1.99  H7 1.087, H14 1.088, H33 1.087, C50 1.502

Here are the natural (NBO) charges for atoms 1 to 5, given in e: number 1, C, carries -0.18; number 2, H, carries 0.20; number 3, C, carries -0.09; number 4, H, carries 0.20; number 5, C, carries 0.27

A 6-piece molecular cluster, C22H45O9P overall, computed with wB97M-V/def2-TZVPD.

## Properties
frontier orbital gap	9.1	eV
SMILES	CP(O)OC(=O)O.C1CCOC1.C1CCOC1.C1CCOC1.C1CCOC1.C1CCOC1
E_HOMO	-0.31724	Ha
energy	-1883.6204	Ha

Last columns: bonded neighbours and bond lengths (Å).
Atoms and positions in Å:
1 H -4.07 2.35 3.03  C52 1.093
2 H 0.51 -1.97 2.26  C21 1.093
3 C 0.12 -1.76 -3.03  H9 1.096, C14 1.507, H33 1.093, C57 1.513
4 H -5.56 -1.05 2.26  C45 1.095
5 H -1.16 -4.11 5.40  C53 1.093
6 C -3.18 3.10 1.17  H16 1.093, C42 1.513, H46 1.097, C52 1.507
7 H -4.85 -3.91 1.48  C73 1.096
8 H 5.33 4.17 -0.77  C56 1.182
9 H -0.87 -1.45 -3.37  C3 1.096
10 H 6.07 2.62 -6.09  C63 1.097
11 O 5.82 0.78 -0.20  P50 1.775, H72 1.018
12 C -0.58 -3.48 3.39  C21 1.513, H28 1.093, C53 1.507, H66 1.097
13 H 2.08 0.88 -2.80  C23 1.093
14 C 1.17 -0.89 -3.68  C3 1.507, C23 1.513, H55 1.097, H65 1.093
15 C 5.19 0.68 -6.36  H58 1.093, C63 1.513, H67 1.095, O68 1.434
16 H -3.38 4.17 1.15  C6 1.093
17 H -2.97 0.42 2.08  C77 1.095
18 H -0.63 -1.52 -1.00  C57 1.094
19 O -5.08 -2.31 3.82  C38 1.434, C45 1.434
20 H 3.33 2.97 -6.58  C35 1.095
21 C -0.36 -2.06 2.91  H2 1.093, C12 1.513, O22 1.434, H62 1.095
22 O -0.19 -1.25 4.08  C21 1.434, C76 1.434
23 C 1.12 0.36 -2.83  H13 1.093, C14 1.513, O40 1.434, H61 1.095
24 H -1.08 3.48 0.83  C42 1.095
25 H -6.93 -4.68 2.46  C44 1.093
26 H -6.64 -3.27 4.79  C38 1.093
27 H 2.37 1.86 -5.58  C35 1.094
28 H -1.17 -4.08 2.69  C12 1.093
29 H -7.53 -3.02 2.59  C44 1.097
30 O 1.97 3.77 -1.50  C59 1.358
31 H 4.13 1.60 -3.99  C37 1.096
32 H 4.41 3.29 -4.45  C37 1.093
33 H 0.25 -2.82 -3.23  C3 1.093
34 H -1.87 2.58 -0.49  C42 1.093
35 C 3.37 2.08 -5.95  H20 1.095, H27 1.094, C37 1.513, O68 1.434
36 H -2.53 3.21 3.21  C52 1.096
37 C 4.38 2.26 -4.83  H31 1.096, H32 1.093, C35 1.513, C63 1.507
38 C -5.94 -3.45 3.97  O19 1.434, H26 1.093, C44 1.513, H47 1.095
39 O -1.44 1.50 1.23  C42 1.434, C77 1.434
40 O 0.75 -0.05 -1.51  C23 1.434, C57 1.434
41 H 1.06 -2.04 -1.10  C57 1.095
42 C -1.84 2.72 0.60  C6 1.513, H24 1.095, H34 1.093, O39 1.434
43 O 1.60 3.06 0.79  C59 1.475, H75 1.007
44 C -6.63 -3.65 2.64  H25 1.093, H29 1.097, C38 1.513, C73 1.507
45 C -5.00 -1.98 2.42  H4 1.095, O19 1.434, H49 1.094, C73 1.513
46 H -3.98 2.59 0.62  C6 1.097
47 H -5.31 -4.31 4.22  C38 1.095
48 H 4.92 4.44 1.11  C56 1.183
49 H -3.95 -1.80 2.15  C45 1.094
50 P 4.68 2.01 0.39  O11 1.775, C56 1.913, O74 1.744
51 H -1.19 -1.42 5.88  C76 1.094
52 C -3.10 2.53 2.57  H1 1.093, C6 1.507, H36 1.096, C77 1.513
53 C -1.25 -3.26 4.72  H5 1.093, C12 1.507, H54 1.096, C76 1.513
54 H -2.32 -3.06 4.56  C53 1.096
55 H 2.15 -1.37 -3.60  C14 1.097
56 C 5.47 3.75 0.32  H8 1.182, H48 1.183, P50 1.913, H69 1.186
57 C 0.30 -1.41 -1.57  C3 1.513, H18 1.094, O40 1.434, H41 1.095
58 H 5.81 0.55 -7.25  C15 1.093
59 C 2.33 2.95 -0.49  O30 1.358, O43 1.475, O74 1.475
60 H 6.43 1.50 -4.76  C63 1.093
61 H 0.36 1.06 -3.19  C23 1.095
62 H -1.24 -1.69 2.37  C21 1.095
63 C 5.66 1.81 -5.48  H10 1.097, C15 1.513, C37 1.507, H60 1.093
64 H 0.36 -2.27 5.77  C76 1.095
65 H 0.98 -0.69 -4.74  C14 1.093
66 H 0.39 -3.97 3.53  C12 1.097
67 H 5.16 -0.27 -5.81  C15 1.095
68 O 3.84 0.99 -6.75  C15 1.434, C35 1.434
69 H 6.64 3.73 0.53  C56 1.186
70 H -1.72 0.97 3.22  C77 1.094
71 H -6.03 -2.84 0.70  C73 1.093
72 H 5.26 -0.07 -0.15  O11 1.018
73 C -5.61 -3.13 1.66  H7 1.096, C44 1.507, C45 1.513, H71 1.093
74 O 3.39 1.98 -0.79  P50 1.744, C59 1.475
75 H 0.88 2.35 0.77  O43 1.007
76 C -0.55 -2.02 5.23  O22 1.434, H51 1.094, C53 1.513, H64 1.095
77 C -2.31 1.26 2.35  H17 1.095, O39 1.434, C52 1.513, H70 1.094

Here are the Mulliken charges for atoms 1 to 5, given in e: number 1, H, carries 0.37; number 2, H, carries 0.23; number 3, C, carries -0.64; number 4, H, carries 0.23; number 5, H, carries 0.37